The following is a quantum chemistry calculation of C44H88CoKO37P as an isolated structure, from the Open Molecules 2025 dataset.

Structure (ORCA input):
```
! RIJCOSX wB97M-V def2-TZVPD def2/J DEFGRID3
* xyz 0 4
Co -5.803 -17.677 -0.611
K -3.013 -19.950 -3.622
P -4.711 -17.513 -2.566
O -6.282 -17.744 -2.475
O -4.708 -16.357 -1.569
O -3.895 -17.538 -3.892
O -4.350 -18.629 -1.583
C -2.378 -25.408 1.275
C -3.701 -24.835 0.768
O -3.385 -23.914 -0.299
C -3.254 -22.580 -0.275
O -2.928 -21.902 -1.187
O -3.803 -22.147 0.882
C -3.869 -20.779 1.219
H -1.880 -26.129 0.626
H -2.541 -25.946 2.208
H -1.606 -24.688 1.549
H -4.253 -24.307 1.546
H -4.257 -25.658 0.320
H -2.862 -20.435 1.458
H -4.476 -20.695 2.120
H -4.257 -20.076 0.483
C 0.303 -19.755 -0.783
C 0.187 -20.461 0.547
O 1.476 -20.162 1.210
C 1.778 -20.780 2.370
O 1.136 -21.677 2.892
O 2.805 -20.148 2.963
C 3.463 -20.809 4.106
H 1.225 -19.960 -1.326
H 0.202 -18.671 -0.734
H -0.529 -20.036 -1.430
H 0.129 -21.518 0.291
H -0.700 -20.176 1.113
H 3.782 -19.979 4.736
H 4.374 -21.247 3.699
H 2.843 -21.497 4.679
C 2.584 -15.492 -9.191
C 1.609 -14.418 -8.623
O 0.553 -15.024 -7.842
C -0.746 -14.676 -7.900
O -1.131 -13.637 -8.435
O -1.422 -15.635 -7.388
C -2.810 -15.724 -7.617
H 3.241 -15.005 -9.912
H 2.051 -16.259 -9.753
H 3.196 -15.962 -8.422
H 1.120 -13.967 -9.486
H 2.277 -13.757 -8.071
H -3.475 -14.914 -7.317
H -3.136 -16.703 -7.266
H -2.940 -15.699 -8.699
C 0.305 -22.907 -8.306
C -0.889 -22.491 -7.445
O -1.782 -21.688 -8.188
C -2.656 -20.842 -7.575
O -2.772 -20.559 -6.401
O -3.430 -20.330 -8.513
C -4.408 -19.321 -8.339
H 0.795 -22.043 -8.755
H -0.023 -23.632 -9.051
H 1.037 -23.468 -7.725
H -0.484 -21.943 -6.595
H -1.400 -23.425 -7.211
H -3.841 -18.435 -8.623
H -4.672 -19.248 -7.284
H -5.133 -19.438 -9.144
C -1.049 -23.736 -3.317
C -2.286 -23.618 -4.188
O -2.333 -24.693 -5.149
C -2.939 -25.780 -4.866
O -3.517 -26.056 -3.828
O -3.048 -26.512 -5.952
C -3.791 -27.757 -5.991
H -0.073 -23.831 -3.791
H -1.225 -24.496 -2.556
H -0.925 -22.823 -2.734
H -2.095 -22.626 -4.596
H -3.203 -23.490 -3.612
H -3.273 -28.577 -5.493
H -4.132 -28.050 -6.983
H -4.668 -27.798 -5.345
C -2.533 -10.193 -7.587
C -3.708 -10.806 -6.789
O -3.110 -11.791 -5.970
C -3.911 -12.606 -5.197
O -5.123 -12.675 -5.169
O -3.065 -13.464 -4.663
C -3.494 -14.671 -4.076
H -2.962 -9.424 -8.230
H -2.076 -10.963 -8.208
H -1.741 -9.844 -6.925
H -4.293 -11.308 -7.559
H -4.252 -10.029 -6.252
H -3.764 -15.405 -4.835
H -4.257 -14.470 -3.323
H -2.676 -15.041 -3.458
C -7.193 -24.877 -6.562
C -5.981 -23.956 -6.814
O -6.403 -22.586 -6.597
C -6.080 -21.873 -5.543
O -5.289 -22.105 -4.611
O -6.736 -20.688 -5.625
C -6.619 -19.661 -4.597
H -7.378 -24.849 -5.488
H -6.874 -25.858 -6.913
H -8.076 -24.662 -7.163
H -5.414 -23.913 -7.745
H -5.178 -24.326 -6.177
H -5.592 -19.546 -4.250
H -7.260 -19.887 -3.745
H -7.119 -18.717 -4.818
C -8.318 -18.128 -10.553
C -7.658 -16.789 -10.396
O -7.801 -16.333 -9.007
C -6.701 -16.232 -8.271
O -5.534 -16.397 -8.585
O -7.164 -16.000 -7.018
C -6.243 -16.004 -5.914
H -8.054 -18.854 -9.784
H -8.031 -18.597 -11.494
H -9.397 -17.977 -10.598
H -8.048 -16.153 -11.191
H -6.628 -17.074 -10.613
H -5.337 -16.593 -6.058
H -6.727 -16.294 -4.982
H -5.905 -14.986 -5.717
C 3.317 -13.345 -0.272
C 2.000 -13.769 0.457
O 1.334 -14.656 -0.408
C 0.135 -15.174 -0.135
O -0.507 -14.773 0.840
O -0.206 -16.056 -1.009
C -1.599 -16.429 -1.077
H 4.048 -14.153 -0.297
H 3.694 -12.422 0.170
H 3.118 -13.195 -1.333
H 1.302 -12.956 0.655
H 2.167 -14.204 1.442
H -2.172 -15.527 -1.293
H -2.029 -16.742 -0.126
H -1.741 -17.138 -1.893
C 2.430 -21.665 -3.577
C 1.862 -21.575 -5.013
O 1.512 -20.179 -5.355
C 0.364 -19.761 -4.962
O -0.365 -20.404 -4.195
O 0.144 -18.547 -5.455
C -1.001 -17.777 -5.072
H 1.708 -21.253 -2.872
H 3.354 -21.128 -3.363
H 2.598 -22.687 -3.236
H 1.022 -22.259 -5.132
H 2.632 -21.888 -5.717
H -1.447 -17.965 -4.096
H -1.741 -18.048 -5.826
H -0.779 -16.722 -5.235
C -11.757 -19.539 -1.597
C -10.383 -20.255 -1.670
O -9.392 -19.577 -0.797
C -8.042 -19.768 -0.820
O -7.250 -19.073 -0.146
O -7.721 -20.884 -1.521
C -6.354 -21.347 -1.599
H -11.654 -18.463 -1.737
H -12.258 -19.631 -0.634
H -12.432 -19.906 -2.371
H -9.978 -20.223 -2.681
H -10.321 -21.330 -1.501
H -6.289 -22.179 -2.300
H -5.998 -21.768 -0.659
H -5.601 -20.645 -1.955
*
```

Values from the calculation:
<S²>   3.758
Energy   -6837.41583 hartree
Gap between HOMO and LUMO (alpha / beta)   8.37 / 7.93 eV
HOMO level (alpha / beta)   -8.2 / -8.0 eV